91
Properties=species:S:1:pos:R:3 method="wB97M-V/def2-TZVPD" gap_ha=0.290 total_charge=+1 e_lumo_ha=-0.0915 de_lowest_ev=0.277 e_tot_ha=-5172.99508 e_homo_ev=-10.4
Sn -0.84 0.83 -1.60
N 2.14 0.32 -1.43
C 2.51 1.57 -0.76
C 3.96 1.97 -1.08
C 4.57 3.16 -0.32
C 4.43 3.09 1.21
N 3.07 3.46 1.58
C 2.37 3.02 2.61
N 1.10 3.41 2.73
N 2.92 2.27 3.58
C 1.48 2.66 -1.12
O 1.56 3.77 -0.62
O 0.52 2.34 -1.96
H 2.48 -0.46 -0.88
H 2.56 0.28 -2.35
H 2.39 1.39 0.30
H 4.02 2.20 -2.15
H 4.58 1.10 -0.89
H 4.14 4.10 -0.67
H 5.64 3.19 -0.55
H 5.13 3.80 1.66
H 4.68 2.09 1.56
H 2.52 3.84 0.81
H 0.66 3.86 1.94
H 0.49 2.97 3.40
H 3.86 1.93 3.48
H 2.35 1.90 4.31
C -1.09 4.60 -2.15
Si -2.67 3.68 -1.82
C -3.31 4.33 -0.18
C -3.76 4.19 -3.26
N -2.62 1.91 -1.62
C -3.82 1.17 -1.61
C -5.08 1.79 -1.55
C -6.27 1.08 -1.46
C -6.28 -0.30 -1.45
C -5.07 -0.96 -1.53
C -3.91 -0.22 -1.60
F -2.74 -0.93 -1.71
H -1.37 5.64 -2.34
H -0.57 4.23 -3.04
H -0.38 4.58 -1.33
H -3.18 5.42 -0.14
H -2.74 3.89 0.64
H -4.37 4.11 -0.02
H -3.66 5.27 -3.39
H -4.82 3.97 -3.14
H -3.43 3.71 -4.19
H -5.13 2.87 -1.53
H -7.20 1.64 -1.40
H -7.21 -0.86 -1.39
H -4.99 -2.04 -1.53
C 0.91 -7.91 -0.32
C 1.90 -6.74 -0.25
C 3.21 -7.14 -0.95
C 2.22 -6.46 1.22
C 1.30 -5.52 -0.96
C 0.98 -5.61 -2.31
C 0.47 -4.55 -3.05
C 0.30 -3.37 -2.36
O -0.16 -2.13 -2.83
B -0.12 -1.35 -1.72
O 0.31 -1.96 -0.58
C 0.59 -3.27 -1.02
C 1.09 -4.32 -0.29
H 1.32 -8.78 0.21
H 0.70 -8.21 -1.35
H -0.04 -7.64 0.15
H 3.66 -7.99 -0.44
H 3.92 -6.31 -0.94
H 3.04 -7.43 -1.99
H 2.65 -7.36 1.67
H 1.31 -6.21 1.78
H 2.94 -5.65 1.33
H 1.13 -6.55 -2.83
H 0.22 -4.64 -4.10
H 1.30 -4.19 0.77
Br 0.17 -0.21 6.68
C -0.68 0.56 5.18
C -1.76 1.40 5.37
C -2.37 1.98 4.26
C -1.89 1.72 2.98
C -0.79 0.89 2.81
C -0.18 0.29 3.91
C -0.19 0.64 1.45
O 0.91 0.13 1.35
O -0.94 1.09 0.46
H -2.13 1.60 6.36
H -3.22 2.64 4.39
H -2.35 2.16 2.11
H 0.66 -0.37 3.76

***

114
Properties=species:S:1:pos:R:3 method="wB97M-V/def2-TZVPD" gap_ha=0.343 total_charge=0 e_lumo_ha=0.0123 de_lowest_ev=11.310 e_tot_ha=-6236.17328 e_homo_ev=-9.0
C 30.94 -15.84 -9.89
C 31.12 -16.18 -11.36
O 29.87 -16.07 -12.02
C 29.76 -16.57 -13.24
O 30.67 -17.01 -13.88
C 28.34 -16.56 -13.79
F 27.81 -17.80 -13.81
F 27.58 -15.79 -13.00
F 28.29 -16.10 -15.03
H 30.05 -15.22 -9.87
H 31.82 -15.39 -9.42
H 30.81 -16.73 -9.28
H 31.51 -17.19 -11.40
H 31.82 -15.50 -11.85
C 28.93 -18.01 -21.71
C 28.26 -17.41 -20.47
O 28.21 -15.98 -20.57
C 27.35 -15.40 -19.76
O 26.77 -15.92 -18.85
C 27.26 -13.87 -20.03
F 26.04 -13.36 -19.74
F 28.25 -13.24 -19.40
F 27.34 -13.63 -21.35
H 29.06 -19.08 -21.60
H 29.82 -17.45 -21.99
H 28.22 -17.83 -22.53
H 28.87 -17.74 -19.62
H 27.27 -17.85 -20.42
C 18.50 -12.93 -13.28
C 19.76 -13.22 -14.13
O 20.56 -12.05 -14.21
C 21.65 -12.13 -14.95
O 22.03 -13.13 -15.49
C 22.41 -10.81 -15.11
F 21.98 -9.81 -14.35
F 23.66 -11.08 -14.73
F 22.47 -10.42 -16.38
H 18.00 -12.12 -13.82
H 18.89 -12.57 -12.33
H 17.89 -13.82 -13.24
H 19.49 -13.48 -15.15
H 20.23 -14.13 -13.73
C 26.29 -18.70 -19.28
C 25.25 -17.59 -19.12
O 23.94 -18.15 -19.12
C 23.51 -18.54 -17.92
O 24.12 -18.60 -16.89
C 22.04 -19.04 -17.94
F 22.10 -20.36 -18.03
F 21.36 -18.65 -16.86
F 21.35 -18.57 -18.99
H 27.33 -18.38 -19.18
H 26.20 -19.31 -20.18
H 26.13 -19.43 -18.47
H 25.35 -16.93 -19.98
H 25.51 -16.98 -18.26
C 26.06 -11.57 -12.47
C 27.15 -12.39 -13.19
O 28.45 -11.92 -12.74
C 29.61 -12.34 -13.17
O 29.85 -13.31 -13.84
C 30.75 -11.40 -12.73
F 31.79 -11.47 -13.55
F 30.33 -10.13 -12.65
F 31.15 -11.82 -11.51
H 25.06 -11.93 -12.66
H 26.15 -10.57 -12.90
H 26.26 -11.61 -11.40
H 27.11 -12.30 -14.27
H 27.09 -13.39 -12.74
C 22.45 -11.03 -19.98
C 22.92 -12.34 -19.33
O 21.78 -13.07 -18.94
C 21.91 -14.33 -18.48
O 22.94 -14.92 -18.51
C 20.56 -14.98 -18.14
F 20.18 -15.72 -19.19
F 20.67 -15.76 -17.09
F 19.65 -14.04 -17.89
H 22.50 -10.33 -19.14
H 21.47 -11.13 -20.42
H 23.22 -10.62 -20.63
H 23.68 -12.16 -18.57
H 23.47 -13.00 -20.02
C 28.74 -22.98 -18.70
C 27.28 -22.90 -18.25
O 26.98 -21.77 -17.45
C 27.02 -20.55 -17.96
O 27.17 -20.32 -19.12
C 26.87 -19.46 -16.88
F 25.99 -18.54 -17.26
F 26.43 -19.98 -15.74
F 28.02 -18.84 -16.66
H 29.14 -23.97 -18.88
H 29.36 -22.40 -18.01
H 28.78 -22.47 -19.67
H 26.95 -23.72 -17.62
H 26.68 -22.87 -19.16
Cl 24.29 -15.46 -14.30
C 24.86 -15.77 -16.00
C 24.76 -14.46 -16.76
Cl 26.00 -13.31 -16.23
H 24.07 -16.47 -16.30
H 25.82 -16.25 -16.13
H 23.79 -13.99 -16.58
H 24.77 -14.66 -17.83
Cl 26.19 -8.99 -15.68
C 25.82 -9.69 -17.28
C 27.09 -10.21 -17.95
Cl 26.93 -10.34 -19.68
H 25.30 -8.90 -17.80
H 25.10 -10.48 -17.05
H 27.39 -11.21 -17.65
H 27.92 -9.56 -17.70

***

114
Properties=species:S:1:pos:R:3 method="wB97M-V/def2-TZVPD" gap_ha=0.301 total_charge=+1 e_lumo_ha=-0.1369 e_tot_ha=-5299.48557 e_homo_ev=-11.9
C -0.89 -0.11 -3.46
C -1.08 1.53 -3.20
C -2.12 1.62 -1.90
O -2.21 3.05 -1.54
C -2.09 3.28 -0.09
C -3.09 2.36 0.83
C -4.69 2.69 0.65
C -5.50 1.72 1.74
Cl -5.39 2.30 -1.02
C -0.48 3.38 0.36
C -0.04 2.59 1.75
N 1.44 2.15 1.73
N -0.19 4.90 0.28
C 1.25 5.15 0.52
C 2.20 4.41 -0.63
O 1.66 4.75 -1.99
C -1.32 5.47 1.02
N -1.58 6.39 1.99
C -2.95 6.73 2.58
N -3.07 6.30 4.06
C -0.40 7.15 2.55
C -0.73 8.45 3.47
O -0.44 8.63 4.76
F -1.40 9.63 2.79
N -2.49 4.70 0.36
C -3.29 5.52 -0.62
C -2.42 6.25 -1.80
O -1.57 7.28 -1.63
I -2.63 5.58 -3.92
H -0.42 -0.35 -4.51
H -1.91 -0.70 -3.31
H -0.18 -0.50 -2.60
H -0.01 1.92 -2.90
H -1.51 2.05 -4.16
H -3.13 1.15 -2.28
H -1.62 0.95 -1.06
H -2.83 2.64 1.96
H -2.91 1.20 0.74
H -4.92 3.81 0.99
H -5.80 0.71 1.18
H -6.49 2.20 2.13
H -4.78 1.40 2.62
H 0.01 2.69 -0.45
H -0.22 3.22 2.72
H -0.65 1.58 1.91
H 1.50 1.55 0.88
H 1.59 1.47 2.54
H 1.57 6.30 0.47
H 1.69 4.78 1.57
H 3.25 4.92 -0.57
H 2.21 3.24 -0.54
H 2.17 5.54 -2.35
H -3.24 7.88 2.44
H -3.84 6.15 2.05
H -2.77 5.31 4.16
H -4.08 6.42 4.32
H 0.21 7.56 1.60
H 0.26 6.41 3.21
H -4.09 4.82 -1.17
H -3.95 6.37 -0.11
C -0.05 -4.20 2.72
C -0.82 -3.17 1.87
C -0.05 -2.64 0.67
F 1.08 -1.99 1.02
F -0.81 -1.75 -0.03
F -1.25 -2.16 2.67
F -1.95 -3.80 1.41
O 0.58 -3.68 3.90
C 1.88 -3.12 3.69
C 1.93 -1.62 4.01
F 1.07 -0.92 3.24
F 3.17 -1.11 3.77
F 2.30 -3.41 2.44
F 2.71 -3.80 4.53
H -0.80 -4.90 3.11
H 0.62 -4.82 2.13
H 0.21 -3.45 -0.03
H 1.68 -1.43 5.06
C -0.18 -8.94 2.98
C -0.33 -7.88 1.88
C -0.54 -8.44 0.48
F 0.51 -9.19 0.06
F -0.66 -7.43 -0.43
F 0.73 -7.04 1.93
F -1.43 -7.12 2.20
O 1.16 -9.26 3.37
C 1.82 -10.23 2.56
C 3.05 -9.66 1.84
F 2.71 -8.63 1.02
F 3.63 -10.60 1.05
F 0.92 -10.80 1.72
F 2.21 -11.21 3.42
H -0.63 -8.52 3.88
H -0.77 -9.85 2.77
H -1.45 -9.04 0.42
H 3.79 -9.29 2.55
C 4.13 -0.18 -6.55
C 4.36 -1.64 -6.98
C 3.09 -2.47 -7.12
F 2.41 -2.58 -5.96
F 3.39 -3.74 -7.51
F 5.24 -2.23 -6.13
F 4.99 -1.61 -8.20
O 4.31 0.09 -5.16
C 3.17 -0.16 -4.33
C 3.42 -1.27 -3.30
F 3.75 -2.44 -3.90
F 2.31 -1.51 -2.56
F 2.10 -0.40 -5.12
F 2.91 1.01 -3.70
H 4.91 0.41 -7.04
H 3.19 0.23 -6.93
H 2.43 -2.05 -7.88
H 4.23 -1.00 -2.62

***

95
Properties=species:S:1:pos:R:3 method="wB97M-V/def2-TZVPD" gap_ha="0.231 / 0.237" total_charge=+3 multiplicity=3 s_squared=2.073 e_lumo_ha="-0.3194 / -0.3129" e_tot_ha=-4283.99697 e_homo_ev="-15.0 / -15.0"
V -0.91 0.05 0.83
S -1.77 2.13 0.93
C -3.37 1.63 0.46
N -4.31 2.61 0.49
N -5.53 2.47 0.22
C -6.40 1.35 -0.05
C -7.39 1.61 -0.98
C -8.33 0.62 -1.25
C -8.27 -0.58 -0.56
C -7.29 -0.80 0.40
C -6.34 0.16 0.66
N -3.60 0.45 -0.08
N -2.55 -0.33 -0.20
C -2.80 -1.44 -1.08
C -3.72 -1.34 -2.12
C -3.91 -2.41 -2.97
C -3.20 -3.60 -2.80
C -2.29 -3.70 -1.76
C -2.09 -2.62 -0.90
H -6.02 3.36 0.23
H -7.44 2.56 -1.50
H -9.10 0.80 -1.99
H -9.01 -1.35 -0.76
H -7.28 -1.73 0.96
H -5.59 0.00 1.42
H -4.27 -0.42 -2.27
H -4.62 -2.33 -3.78
H -3.37 -4.43 -3.46
H -1.77 -4.63 -1.59
H -1.40 -2.73 -0.07
N -2.45 -2.47 6.24
C -2.16 -1.91 5.07
C -2.09 -0.51 4.91
C -1.79 0.03 3.70
N -1.56 -0.72 2.58
C -1.65 -2.07 2.73
C -1.93 -2.69 3.91
H -2.61 -1.91 7.06
H -2.50 -3.47 6.35
H -2.26 0.15 5.75
H -1.74 1.10 3.56
H -1.49 -2.66 1.84
H -1.98 -3.77 3.95
C 3.70 -2.79 -1.91
N 3.66 -1.26 -1.90
C 3.13 -0.78 -3.27
N 1.87 -1.37 -3.55
C 1.96 -2.83 -3.53
N 2.42 -3.32 -2.22
C 1.43 -3.11 -1.17
P 1.06 -1.31 -0.92
C 2.82 -0.74 -0.77
C 0.80 -0.86 -2.70
H 4.05 -3.11 -0.93
H 4.43 -3.07 -2.67
H 4.61 -0.88 -1.78
H 3.88 -1.09 -4.00
H 3.09 0.30 -3.22
H 2.67 -3.16 -4.29
H 0.99 -3.26 -3.75
H 1.78 -3.55 -0.23
H 0.50 -3.62 -1.44
H 3.25 -1.09 0.17
H 2.89 0.34 -0.81
H 0.73 0.22 -2.81
H -0.16 -1.28 -3.02
C 6.77 4.95 -1.44
C 5.76 3.95 -2.01
S 5.29 2.69 -0.87
O 6.44 2.08 -0.27
O 4.34 1.80 -1.54
C 4.38 3.53 0.44
C 4.21 2.57 1.62
N 2.86 1.96 1.87
C 1.81 1.75 1.04
N 0.97 0.85 1.56
C 1.50 0.46 2.77
C 2.64 1.13 2.96
N 3.48 1.00 4.15
O 4.45 1.72 4.27
O 3.10 0.16 4.93
C 1.49 2.45 -0.24
H 7.15 5.55 -2.26
H 7.60 4.43 -0.97
H 6.31 5.62 -0.73
H 6.18 3.37 -2.84
H 4.84 4.42 -2.36
H 3.47 3.96 0.04
H 5.02 4.35 0.76
H 4.48 3.07 2.54
H 4.90 1.74 1.52
H 1.04 -0.26 3.42
H 2.32 2.49 -0.93
H 1.13 3.46 -0.03
H 0.67 1.93 -0.72

***

83
Properties=species:S:1:pos:R:3 method="wB97M-V/def2-TZVPD" gap_ha="0.204 / 0.206" total_charge=+1 e_lumo_ha="-0.1451 / -0.1437" de_lowest_ev=0.000 e_tot_ha=-1984.03659 e_homo_ev="-9.5 / -9.5"
Ba 0.48 2.76 -1.99
C 2.52 -5.03 -0.32
C 2.39 -3.96 0.77
C 3.67 -4.00 1.67
C 1.18 -4.28 1.73
C 2.22 -2.60 0.09
C 1.23 -1.68 0.41
C 1.13 -0.47 -0.39
N 0.25 0.53 -0.25
C -0.70 0.68 0.72
C -1.36 -0.35 1.40
C -2.33 -0.14 2.30
C -2.69 1.22 2.52
C -2.19 2.29 1.84
C -1.21 2.03 0.80
O -0.94 2.89 -0.10
C -2.62 3.71 2.11
C -3.91 4.04 1.33
C -2.88 3.99 3.63
C -1.52 4.73 1.74
C -2.95 -1.27 3.11
C -4.47 -1.22 2.97
C -2.60 -0.96 4.63
C -2.57 -2.71 2.78
C 2.19 -0.20 -1.37
O 2.05 0.84 -2.11
C 3.34 -1.05 -1.46
C 3.26 -2.23 -0.80
C 4.62 -0.82 -2.27
C 4.57 0.45 -3.12
C 5.82 -0.69 -1.29
C 4.86 -1.99 -3.19
H 2.58 -6.06 0.07
H 3.46 -4.81 -0.87
H 1.66 -4.96 -0.92
H 3.77 -5.04 2.16
H 3.65 -3.31 2.51
H 4.58 -3.85 1.09
H 1.36 -5.26 2.21
H 0.17 -4.28 1.30
H 1.18 -3.49 2.51
H 0.57 -1.78 1.23
H -1.11 -1.36 1.14
H -3.50 1.37 3.27
H -4.68 3.31 1.56
H -3.67 4.06 0.27
H -4.35 4.98 1.63
H -3.73 3.47 4.07
H -3.12 5.08 3.62
H -2.02 3.74 4.24
H -1.70 5.17 0.74
H -0.57 4.28 1.84
H -1.54 5.55 2.45
H -4.85 -0.36 3.49
H -4.95 -2.06 3.40
H -4.75 -1.16 1.95
H -2.76 0.14 4.85
H -1.54 -1.18 4.89
H -3.18 -1.60 5.32
H -2.84 -2.94 1.77
H -3.18 -3.38 3.41
H -1.48 -2.89 2.87
H 4.13 -2.90 -0.93
H 4.49 1.32 -2.52
H 3.84 0.50 -3.91
H 5.59 0.54 -3.60
H 5.77 0.26 -0.85
H 6.81 -0.84 -1.74
H 5.79 -1.44 -0.48
H 3.99 -2.18 -3.76
H 5.15 -2.95 -2.72
H 5.63 -1.76 -3.95
S -1.84 0.87 -3.45
C -2.05 2.14 -4.49
N -2.95 2.04 -5.53
C -3.15 3.02 -6.46
C -2.37 4.12 -6.36
C -1.40 4.18 -5.38
N -1.24 3.26 -4.46
H -3.38 1.16 -5.64
H -3.91 2.80 -7.22
H -2.42 4.95 -7.09
H -0.74 5.05 -5.42

***

Repeat the first record exactly.
91
Properties=species:S:1:pos:R:3 method="wB97M-V/def2-TZVPD" gap_ha=0.290 total_charge=+1 e_lumo_ha=-0.0915 de_lowest_ev=0.277 e_tot_ha=-5172.99508 e_homo_ev=-10.4
Sn -0.84 0.83 -1.60
N 2.14 0.32 -1.43
C 2.51 1.57 -0.76
C 3.96 1.97 -1.08
C 4.57 3.16 -0.32
C 4.43 3.09 1.21
N 3.07 3.46 1.58
C 2.37 3.02 2.61
N 1.10 3.41 2.73
N 2.92 2.27 3.58
C 1.48 2.66 -1.12
O 1.56 3.77 -0.62
O 0.52 2.34 -1.96
H 2.48 -0.46 -0.88
H 2.56 0.28 -2.35
H 2.39 1.39 0.30
H 4.02 2.20 -2.15
H 4.58 1.10 -0.89
H 4.14 4.10 -0.67
H 5.64 3.19 -0.55
H 5.13 3.80 1.66
H 4.68 2.09 1.56
H 2.52 3.84 0.81
H 0.66 3.86 1.94
H 0.49 2.97 3.40
H 3.86 1.93 3.48
H 2.35 1.90 4.31
C -1.09 4.60 -2.15
Si -2.67 3.68 -1.82
C -3.31 4.33 -0.18
C -3.76 4.19 -3.26
N -2.62 1.91 -1.62
C -3.82 1.17 -1.61
C -5.08 1.79 -1.55
C -6.27 1.08 -1.46
C -6.28 -0.30 -1.45
C -5.07 -0.96 -1.53
C -3.91 -0.22 -1.60
F -2.74 -0.93 -1.71
H -1.37 5.64 -2.34
H -0.57 4.23 -3.04
H -0.38 4.58 -1.33
H -3.18 5.42 -0.14
H -2.74 3.89 0.64
H -4.37 4.11 -0.02
H -3.66 5.27 -3.39
H -4.82 3.97 -3.14
H -3.43 3.71 -4.19
H -5.13 2.87 -1.53
H -7.20 1.64 -1.40
H -7.21 -0.86 -1.39
H -4.99 -2.04 -1.53
C 0.91 -7.91 -0.32
C 1.90 -6.74 -0.25
C 3.21 -7.14 -0.95
C 2.22 -6.46 1.22
C 1.30 -5.52 -0.96
C 0.98 -5.61 -2.31
C 0.47 -4.55 -3.05
C 0.30 -3.37 -2.36
O -0.16 -2.13 -2.83
B -0.12 -1.35 -1.72
O 0.31 -1.96 -0.58
C 0.59 -3.27 -1.02
C 1.09 -4.32 -0.29
H 1.32 -8.78 0.21
H 0.70 -8.21 -1.35
H -0.04 -7.64 0.15
H 3.66 -7.99 -0.44
H 3.92 -6.31 -0.94
H 3.04 -7.43 -1.99
H 2.65 -7.36 1.67
H 1.31 -6.21 1.78
H 2.94 -5.65 1.33
H 1.13 -6.55 -2.83
H 0.22 -4.64 -4.10
H 1.30 -4.19 0.77
Br 0.17 -0.21 6.68
C -0.68 0.56 5.18
C -1.76 1.40 5.37
C -2.37 1.98 4.26
C -1.89 1.72 2.98
C -0.79 0.89 2.81
C -0.18 0.29 3.91
C -0.19 0.64 1.45
O 0.91 0.13 1.35
O -0.94 1.09 0.46
H -2.13 1.60 6.36
H -3.22 2.64 4.39
H -2.35 2.16 2.11
H 0.66 -0.37 3.76